# 1
21
Properties=species:S:1:pos:R:3:lowdin_spin:R:1 method="wB97M-V/def2-TZVPD" gap_ev="2.7 / 9.1" spin_multiplicity=2 charge=-1 e_homo_ev="1.47 / -5.09" s_squared=0.75
N 2.116 -1.539 0.094 0.04
C 0.906 -1.100 -0.605 0.14
C 0.271 -2.421 -1.097 0.05
C 0.158 -0.239 0.400 0.08
N -0.838 0.556 -0.427 0.02
C -1.656 1.377 0.427 0.05
C -1.078 2.749 0.958 0.16
H 2.794 -0.818 0.315 0.08
H 2.658 -2.375 -0.052 0.02
H 1.224 -0.467 -1.446 0.08
H -0.631 -2.147 -1.691 0.01
H 0.173 -3.163 -0.306 0.00
H 0.899 -2.914 -1.889 0.02
H -0.368 -0.875 1.141 0.00
H 0.877 0.396 0.929 0.06
H -0.253 1.175 -0.982 0.06
H -1.979 0.907 1.357 0.00
H -2.496 1.714 -0.197 0.01
H -0.425 3.208 0.229 0.05
H -1.947 3.386 1.025 0.02
H -0.405 2.589 1.815 0.03


# 2
21
Properties=species:S:1:pos:R:3:mulliken_charge:R:1 method="wB97M-V/def2-TZVPD" gap_ev=9.9 smiles=NCCCCCN charge=0 e_homo_ev=-8.83
N 0.047 -3.302 0.164 -0.52
C 0.260 -2.213 -0.773 -0.79
C 0.705 -0.874 -0.127 -0.29
C -0.368 -0.147 0.658 -0.57
C -0.993 1.060 -0.055 -0.86
C 0.013 2.164 -0.476 -0.36
N -0.020 3.239 0.543 -0.61
H 0.818 -3.585 0.747 0.22
H -0.821 -3.185 0.631 0.22
H -0.656 -2.137 -1.358 0.31
H 1.083 -2.454 -1.448 0.36
H 1.220 -0.298 -0.896 0.34
H 1.495 -1.226 0.548 0.23
H -1.142 -0.835 1.005 0.30
H 0.055 0.231 1.600 0.28
H -1.432 0.667 -0.982 0.25
H -1.776 1.527 0.529 0.49
H 1.013 1.728 -0.471 0.24
H -0.276 2.588 -1.430 0.39
H 0.331 4.139 0.222 0.19
H 0.446 2.912 1.372 0.19


# 3
21
Properties=species:S:1:pos:R:3:mulliken_charge:R:1 method="wB97M-V/def2-TZVPD" gap_ev=9.3 smiles=CCCCNCN charge=0 e_homo_ev=-8.21
C -2.918 0.638 -0.746 -1.09
C -1.933 0.975 0.462 -0.30
C -0.498 1.549 0.137 -1.01
C 0.411 0.491 -0.501 -0.37
N 1.003 -0.230 0.662 -0.33
C 2.250 -1.039 0.443 -0.57
N 1.945 -2.213 -0.247 -0.60
H -2.807 -0.493 -0.886 0.27
H -3.912 0.906 -0.513 0.36
H -2.593 1.012 -1.721 0.29
H -2.265 1.803 1.103 0.37
H -1.804 -0.109 0.842 0.11
H -0.138 1.973 0.956 0.51
H -0.692 2.395 -0.528 0.44
H -0.234 -0.230 -1.127 0.15
H 1.186 1.073 -1.064 0.33
H 0.227 -0.632 1.240 0.24
H 2.827 -1.209 1.323 0.31
H 2.916 -0.479 -0.262 0.35
H 1.128 -2.584 0.190 0.27
H 1.660 -2.013 -1.223 0.28


# 4
21
Properties=species:S:1:pos:R:3:mulliken_charge:R:1 method="wB97M-V/def2-TZVPD" gap_ev=9.4 smiles=C[C@H](CN)N(C)C charge=0 e_homo_ev=-8.36
C -0.416 -1.620 -0.472 -1.40
C -0.374 -0.201 0.263 0.13
C -1.504 0.854 0.190 -0.54
N -2.780 0.307 0.673 -0.57
N 0.930 0.570 0.145 -0.10
C 1.544 0.960 -1.144 -0.86
C 1.929 -0.234 0.904 -1.02
H 0.505 -1.849 -0.873 0.42
H -1.202 -1.635 -1.293 0.29
H -0.744 -2.550 -0.036 0.36
H -0.248 -0.600 1.183 0.30
H -1.081 1.647 0.867 0.37
H -1.595 1.212 -0.875 0.28
H -3.549 0.371 -0.007 0.24
H -3.044 0.916 1.407 0.24
H 0.643 1.539 -1.573 0.28
H 2.044 0.072 -1.561 0.34
H 2.308 1.739 -1.069 0.26
H 1.882 -0.032 2.024 0.25
H 2.953 -0.133 0.512 0.40
H 1.800 -1.334 0.736 0.33


# 5
21
Properties=species:S:1:pos:R:3:lowdin_spin:R:1 method="wB97M-V/def2-TZVPD" gap_ev="10.6 / 6.8" spin_multiplicity=2 charge=+1 e_homo_ev="-14.59 / -14.59" s_squared=0.76
C -1.397 -2.599 -0.630 0.00
C -0.986 -1.235 -1.181 0.00
C 0.533 -1.074 -1.168 0.00
H -1.023 -3.379 -1.294 0.00
H -2.472 -2.694 -0.511 0.00
H -0.931 -2.790 0.337 0.00
H -1.419 -0.471 -0.530 0.00
H -1.407 -1.098 -2.177 0.00
H 0.874 -0.263 -1.815 0.00
H 0.927 -0.992 -0.150 0.00
H 1.002 -1.981 -1.551 0.00
C -0.398 1.575 2.053 0.10
N 2.022 2.039 0.419 0.09
C 0.785 2.231 0.053 0.10
N -0.251 2.317 0.848 0.61
H 0.102 0.610 2.068 0.00
H -1.473 1.473 2.241 0.03
H -0.084 2.232 2.877 0.04
H 2.253 1.939 1.400 0.00
H 2.686 1.727 -0.277 0.00
H 0.657 2.433 -1.011 0.02


# 6
21
Properties=species:S:1:pos:R:3:lowdin_spin:R:1 method="wB97M-V/def2-TZVPD" gap_ev="11.7 / 6.6" spin_multiplicity=2 charge=+1 e_homo_ev="-14.72 / -14.63" s_squared=0.75
C -2.887 -0.075 -1.551 0.00
C -2.022 1.138 -1.076 0.00
C -0.531 0.830 -1.074 0.00
C -0.001 -0.009 0.057 0.10
N 1.439 -0.177 0.048 0.73
C 1.966 -1.153 1.172 0.05
N 2.157 -0.507 2.404 0.00
H -3.855 0.345 -1.813 0.00
H -3.024 -0.805 -0.748 0.00
H -2.326 -0.533 -2.357 0.00
H -2.416 1.523 -0.140 0.00
H -2.143 1.933 -1.819 0.00
H -0.263 0.434 -2.065 0.00
H -0.006 1.796 -1.034 0.00
H -0.560 -0.939 0.176 0.04
H -0.091 0.573 0.999 0.03
H 1.824 -0.409 -0.876 0.02
H 1.255 -1.968 1.265 0.02
H 2.937 -1.431 0.759 0.00
H 1.364 -0.209 2.932 0.00
H 2.895 0.186 2.394 0.00


# 7
21
Properties=species:S:1:pos:R:3:lowdin_spin:R:1 method="wB97M-V/def2-TZVPD" gap_ev="9.4 / 5.6" spin_multiplicity=2 charge=+1 e_homo_ev="-12.25 / -12.24" s_squared=0.76
C 1.084 1.276 1.069 0.02
N 0.872 -0.354 0.984 0.70
C 1.318 -0.909 2.271 0.06
C 0.386 -1.126 -0.164 0.08
C -0.113 -0.365 -1.301 0.00
N -1.311 0.275 -1.004 0.00
C -2.315 0.536 -1.980 0.00
H 0.820 1.814 0.127 0.00
H 0.366 1.556 1.874 0.02
H 2.109 1.513 1.314 0.01
H 1.676 -1.905 2.043 0.01
H 0.534 -1.005 3.020 0.03
H 2.044 -0.166 2.699 0.01
H -0.415 -1.767 0.214 0.02
H 1.345 -1.737 -0.353 0.04
H 0.710 0.399 -1.594 0.00
H -0.218 -1.064 -2.204 0.00
H -1.196 0.997 -0.265 0.00
H -2.542 -0.319 -2.615 0.00
H -1.947 1.445 -2.590 0.00
H -3.207 0.905 -1.544 0.00


# 8
21
Properties=species:S:1:pos:R:3:mulliken_charge:R:1 method="wB97M-V/def2-TZVPD" gap_ev=11.7 smiles="C[C@@H]([NH3+])C/C=C/[NH3+]" charge=+2 e_homo_ev=-18.61
C -1.757 1.214 0.448 -1.48
C -1.387 -0.270 0.400 0.19
N -2.605 -1.055 -0.157 -0.23
C -0.135 -0.512 -0.475 -1.03
C 1.099 0.239 -0.123 -0.36
C 2.268 -0.381 -0.101 -0.19
N 3.488 0.479 -0.046 -0.25
H -2.696 1.261 0.999 0.48
H -1.814 1.644 -0.550 0.40
H -1.036 1.764 1.048 0.39
H -1.197 -0.640 1.406 0.32
H -2.042 -1.698 -0.715 0.34
H -3.081 -1.621 0.551 0.36
H -3.362 -0.497 -0.555 0.36
H 0.085 -1.581 -0.622 0.51
H -0.517 -0.377 -1.501 0.50
H 1.017 1.294 0.123 0.23
H 2.412 -1.443 0.032 0.38
H 4.142 0.491 -0.839 0.38
H 3.098 1.424 -0.126 0.35
H 4.019 0.266 0.803 0.37


# 9
22
Properties=species:S:1:pos:R:3:mulliken_charge:R:1 method="wB97M-V/def2-TZVPD" gap_ev=9.3 smiles="C=CC[C@H](N)CN.O" charge=0 e_homo_ev=-8.59
C -0.746 -1.852 1.921 -0.90
C -0.814 -0.532 1.799 -0.15
C -1.959 0.064 1.080 -0.67
C -1.260 1.055 0.050 0.31
N -2.328 2.167 0.026 -0.51
C -0.818 0.260 -1.215 -0.69
N 0.250 0.838 -2.013 -0.55
H -1.455 -2.525 1.884 0.45
H 0.315 -2.000 2.128 0.22
H 0.171 0.071 1.953 0.18
H -2.555 -0.760 0.598 0.30
H -2.729 0.518 1.697 0.40
H -0.461 1.521 0.653 0.27
H -2.183 2.958 -0.443 0.10
H -3.185 1.886 0.350 0.10
H -1.747 0.168 -1.779 0.34
H -0.497 -0.713 -0.802 0.31
H 0.008 1.572 -2.624 0.25
H 1.024 1.064 -1.323 0.25
O 6.177 -1.965 -0.944 -0.65
H 6.413 -1.915 -1.869 0.32
H 5.590 -1.131 -0.769 0.33


# 10
22
Properties=species:S:1:pos:R:3:mulliken_charge:R:1 method="wB97M-V/def2-TZVPD" gap_ev=7.1 charge=0 e_homo_ev=-6.33
C 0.319 0.654 1.864 0.17
C 0.217 1.963 1.388 -1.18
N -0.618 -0.454 0.632 -0.54
O -0.341 0.243 3.050 -0.51
H -1.074 0.862 3.165 0.37
H 1.328 0.245 1.915 0.24
H -1.575 -0.110 0.591 0.33
H -0.641 -1.378 1.057 0.32
H -0.778 2.410 1.372 0.28
H 0.206 1.465 -0.716 0.30
H 1.087 2.602 1.440 0.28
C 1.262 -1.269 -0.886 -1.53
C -0.109 -0.626 -1.015 1.17
N -1.056 -1.465 -1.640 -0.50
C -0.076 0.768 -1.556 -1.43
H -1.111 -2.412 -1.290 0.19
H -1.456 -1.162 -2.517 0.19
H 1.716 -1.370 -1.871 0.40
H 1.904 -0.647 -0.269 0.34
H 1.193 -2.256 -0.427 0.36
H 0.655 0.863 -2.357 0.34
H -1.052 1.074 -1.931 0.41


# 11
22
Properties=species:S:1:pos:R:3:mulliken_charge:R:1 method="wB97M-V/def2-TZVPD" gap_ev=9.3 smiles=CN(C)C[C@@H](N)CO charge=0 e_homo_ev=-8.34
C 0.293 -2.314 0.498 -1.06
N 0.010 -1.001 -0.066 0.01
C 0.455 -0.933 -1.451 -1.17
C 0.586 0.062 0.760 -1.02
C 0.044 1.468 0.486 -0.27
N 0.635 2.076 -0.690 -0.57
C -1.724 1.276 0.145 -0.54
O -2.272 0.292 0.928 -0.53
H 1.370 -2.544 0.514 0.36
H -0.095 -2.373 1.515 0.33
H -0.211 -3.073 -0.102 0.35
H 0.266 0.061 -1.846 0.40
H -0.096 -1.669 -2.038 0.33
H 1.534 -1.140 -1.546 0.32
H 0.349 -0.174 1.800 0.42
H 1.689 0.075 0.672 0.52
H 0.232 2.049 1.406 0.54
H 1.647 2.126 -0.612 0.21
H 0.283 3.018 -0.821 0.23
H -1.687 1.015 -0.920 0.33
H -1.465 2.248 0.706 0.37
H -1.844 -0.545 0.663 0.41